{
  "formula": "C40H82NO9P2S",
  "method": "ωB97M-V with the def2-TZVPD basis set",
  "species": ["C", "C", "C", "C", "C", "C", "C", "C", "C", "C", "C", "C", "C", "C", "C", "C", "C", "C", "C", "C", "N", "C", "C", "O", "O", "P", "C", "C", "C", "P", "O", "O", "S", "H", "H", "H", "H", "H", "H", "H", "H", "H", "H", "H", "H", "H", "H", "H", "H", "H", "H", "H", "H", "H", "H", "H", "H", "H", "H", "H", "H", "H", "H", "H", "H", "H", "H", "H", "H", "H", "H", "H", "H", "H", "H", "H", "H", "H", "H", "H", "H", "H", "H", "H", "H", "C", "C", "O", "C", "H", "H", "H", "H", "H", "H", "C", "C", "O", "C", "H", "H", "H", "H", "H", "H", "C", "C", "O", "C", "H", "H", "H", "H", "H", "H", "C", "C", "O", "C", "H", "H", "H", "H", "H", "H", "C", "C", "O", "C", "H", "H", "H", "H", "H", "H"],
  "xyz": [[5.5081, -7.0055, 0.0091], [5.3605, -5.8824, 1.0341], [6.2125, -4.6525, 0.6695], [5.3748, -3.5245, 0.0793], [6.1855, -2.3550, -0.4668], [6.8211, -2.6248, -1.8455], [6.3889, -1.6048, -2.8976], [6.5629, -0.1392, -2.4564], [5.2404, 0.6323, -2.3354], [5.2193, 1.6688, -1.1942], [4.3989, 1.2548, 0.0435], [3.2867, 2.2372, 0.3979], [2.0859, 2.1624, -0.5623], [0.8120, 1.7766, 0.1820], [-0.4582, 1.7570, -0.6798], [-1.6590, 2.3855, 0.0276], [-1.9845, 1.7156, 1.3628], [-2.2069, 0.2018, 1.2950], [-3.1382, -0.2551, 0.1642], [-4.1815, -1.2695, 0.6388], [-4.5766, -2.2430, -0.4256], [-5.9031, -1.8617, -1.0037], [-5.8922, -0.3484, -1.4059], [-6.8683, 0.2899, -0.9536], [-4.9551, 0.0163, -2.1303], [-6.3715, -2.8180, -2.5467], [-7.4344, -1.5934, -3.4066], [-7.7154, -3.9102, -1.8871], [-7.8624, -5.1635, -2.7510], [-4.4608, -3.7828, 0.1360], [-2.9331, -3.8615, 0.6494], [-4.4704, -4.6615, -1.1937], [-5.6665, -4.4547, 1.5139], [5.1040, -7.9488, 0.3796], [4.9835, -6.7625, -0.9161], [6.5585, -7.1745, -0.2320], [4.3218, -5.5541, 1.0594], [5.6289, -6.2514, 2.0235], [6.7484, -4.2744, 1.5424], [6.9665, -4.9470, -0.0686], [4.6940, -3.1645, 0.8511], [4.7590, -3.9374, -0.7281], [5.5235, -1.4897, -0.5357], [6.9534, -2.0786, 0.2601], [7.9107, -2.6602, -1.7814], [6.5057, -3.6173, -2.1818], [6.9405, -1.7783, -3.8240], [5.3382, -1.7933, -3.1326], [7.0722, -0.1015, -1.4919], [7.2176, 0.3632, -3.1712], [4.4389, -0.0913, -2.1731], [5.0093, 1.1268, -3.2805], [4.8272, 2.6099, -1.5842], [6.2457, 1.8481, -0.8684], [3.9466, 0.2699, -0.1074], [5.0724, 1.1617, 0.8946], [2.9435, 2.0302, 1.4155], [3.6884, 3.2538, 0.4055], [1.9333, 3.1260, -1.0457], [2.2923, 1.4145, -1.3332], [0.6785, 2.4669, 1.0191], [0.9699, 0.7850, 0.6191], [-0.2686, 2.3028, -1.6062], [-0.7150, 0.7337, -0.9574], [-2.5255, 2.3481, -0.6362], [-1.4460, 3.4466, 0.1986], [-1.1606, 1.9168, 2.0537], [-2.8655, 2.1891, 1.8015], [-1.2320, -0.2853, 1.2074], [-2.6281, -0.1167, 2.2523], [-2.5986, -0.6926, -0.6730], [-3.6605, 0.6004, -0.2562], [-5.0889, -0.7611, 0.9710], [-3.7891, -1.7998, 1.5049], [-6.6724, -1.9895, -0.2364], [-6.8064, -0.8659, -3.9131], [-8.0229, -2.1529, -4.1372], [-8.1115, -1.0794, -2.7246], [-8.6631, -3.3657, -1.8646], [-7.4762, -4.1861, -0.8589], [-8.7886, -5.6954, -2.5237], [-7.8799, -4.9069, -3.8119], [-7.0260, -5.8423, -2.5874], [-2.9381, -4.4985, 1.3757], [-4.1521, -5.5498, -0.9997], [6.9797, 2.8123, 3.7552], [7.5751, 2.3573, 2.4438], [7.2070, 1.3463, 1.8976], [8.6471, 3.2377, 1.8447], [6.2217, 2.1035, 4.0785], [7.7597, 2.8902, 4.5149], [6.5302, 3.8002, 3.6382], [9.4864, 3.3305, 2.5365], [8.2515, 4.2394, 1.6668], [8.9906, 2.8094, 0.9065], [1.7999, 6.9780, 1.2832], [2.6635, 6.5277, 0.1297], [2.4462, 5.4843, -0.4385], [3.7843, 7.4462, -0.2951], [1.0282, 6.2326, 1.4559], [2.3926, 7.1189, 2.1897], [1.3198, 7.9277, 1.0408], [4.4737, 7.6050, 0.5365], [3.3793, 8.4187, -0.5801], [4.3181, 7.0105, -1.1361], [-3.5244, 5.7336, 0.7611], [-2.7881, 6.6486, -0.1827], [-1.6263, 6.9433, -0.0169], [-3.5776, 7.1691, -1.3588], [-2.8597, 5.4094, 1.5582], [-4.3891, 6.2490, 1.1843], [-3.8917, 4.8623, 0.2176], [-4.4469, 7.7287, -1.0085], [-3.9429, 6.3333, -1.9581], [-2.9483, 7.8109, -1.9704], [0.5463, -5.0773, 2.5836], [1.4839, -4.2209, 1.7663], [2.6616, -4.1388, 2.0294], [0.8778, -3.4732, 0.6045], [1.0956, -5.5627, 3.3864], [-0.2514, -4.4612, 3.0021], [0.0800, -5.8316, 1.9473], [0.0902, -2.8035, 0.9551], [0.4210, -4.1737, -0.0970], [1.6466, -2.8962, 0.0965], [-9.9405, 0.3994, -0.0443], [-10.7405, 0.1728, 1.2054], [-11.8660, 0.5970, 1.3570], [-10.0514, -0.6268, 2.2888], [-10.5163, 0.9784, -0.7629], [-9.0052, 0.9149, 0.1798], [-9.6530, -0.5557, -0.4866], [-9.1276, -0.1279, 2.5862], [-9.7762, -1.6114, 1.9070], [-10.7103, -0.7331, 3.1479]],
  "atomic_forces_ev_per_a": [[-0.06, -0.05, 0.10], [0.19, 0.14, -0.33], [-0.03, -0.03, -0.20], [0.04, 0.05, 0.09], [0.02, -0.05, -0.04], [-0.12, -0.07, 0.10], [0.10, 0.00, -0.08], [-0.06, -0.11, -0.13], [0.06, 0.08, 0.14], [-0.19, -0.18, -0.17], [0.11, 0.12, 0.21], [0.02, -0.05, -0.14], [0.01, 0.04, 0.27], [-0.03, -0.21, -0.18], [0.05, 0.14, 0.15], [0.02, -0.05, -0.08], [0.06, 0.10, 0.01], [0.00, 0.07, -0.09], [-0.16, 0.11, 0.07], [0.08, 0.08, -0.19], [-0.36, 0.04, 0.42], [0.01, -0.01, -0.24], [-0.19, -0.10, 0.25], [0.07, 0.14, -0.03], [0.01, 0.09, -0.14], [0.29, 0.04, -0.11], [-0.15, -0.07, 0.07], [-0.01, -0.18, -0.02], [-0.12, 0.06, 0.08], [-0.12, 0.15, 0.15], [0.14, -0.23, -0.04], [0.15, -0.03, -0.18], [0.17, -0.01, -0.09], [-0.09, 0.00, -0.02], [0.06, 0.02, -0.08], [0.04, -0.03, -0.02], [-0.04, -0.16, 0.28], [-0.04, -0.01, 0.06], [0.03, 0.02, 0.03], [0.13, 0.00, 0.09], [-0.10, -0.05, -0.02], [-0.12, 0.04, 0.00], [0.01, 0.02, -0.02], [-0.01, 0.03, 0.05], [0.04, 0.08, 0.04], [0.09, -0.05, -0.04], [-0.01, -0.10, -0.03], [-0.05, 0.07, -0.03], [0.06, -0.06, 0.03], [0.05, 0.13, 0.08], [-0.08, 0.04, 0.02], [0.01, -0.06, -0.09], [0.01, 0.09, 0.08], [0.05, 0.17, -0.09], [0.03, -0.05, -0.02], [-0.01, -0.12, 0.03], [-0.01, 0.01, 0.03], [0.02, 0.03, 0.05], [-0.01, -0.01, -0.13], [-0.05, 0.06, -0.14], [0.04, 0.08, 0.00], [-0.02, 0.03, 0.18], [-0.04, -0.01, -0.07], [0.06, -0.03, -0.12], [-0.02, -0.03, 0.00], [0.02, 0.01, 0.06], [-0.05, -0.02, 0.11], [-0.12, 0.05, -0.05], [0.00, -0.13, 0.01], [0.08, -0.01, 0.09], [0.12, -0.04, 0.01], [-0.04, -0.02, -0.05], [0.00, 0.02, 0.07], [0.02, -0.13, 0.02], [-0.03, -0.01, 0.02], [-0.02, 0.07, -0.05], [0.04, 0.02, -0.10], [0.01, 0.08, 0.01], [0.02, 0.11, 0.06], [0.00, -0.04, 0.02], [0.01, -0.07, 0.02], [-0.01, -0.02, -0.05], [0.05, -0.02, -0.05], [0.09, 0.13, 0.19], [-0.20, -0.16, -0.05], [-0.04, -0.08, -0.02], [-0.02, 0.08, 0.01], [0.10, -0.05, 0.01], [-0.01, -0.07, -0.06], [0.00, 0.00, 0.00], [0.01, 0.04, 0.00], [0.03, 0.02, 0.01], [-0.01, 0.03, 0.02], [0.01, 0.01, 0.03], [0.00, 0.00, 0.00], [-0.08, -0.09, -0.03], [-0.22, -0.02, 0.05], [0.16, 0.04, -0.05], [0.04, -0.07, -0.04], [-0.02, 0.02, 0.02], [0.05, 0.04, -0.05], [0.03, 0.03, 0.01], [-0.01, 0.04, 0.01], [0.00, 0.02, 0.03], [0.00, 0.00, 0.00], [0.11, 0.00, 0.06], [0.01, -0.06, -0.02], [0.00, 0.05, 0.04], [0.09, 0.04, -0.04], [-0.01, 0.00, 0.00], [-0.02, -0.02, -0.03], [-0.05, -0.03, 0.00], [-0.03, -0.04, 0.00], [-0.04, 0.00, 0.02], [0.00, 0.00, 0.00], [0.08, -0.02, 0.04], [-0.08, 0.11, -0.14], [-0.07, -0.03, 0.13], [0.10, 0.01, 0.03], [-0.01, 0.00, 0.00], [-0.03, 0.01, -0.02], [-0.03, 0.01, -0.02], [-0.07, -0.04, -0.02], [-0.07, 0.02, 0.02], [0.02, 0.00, 0.00], [-0.16, 0.12, -0.04], [0.11, -0.05, 0.01], [-0.02, 0.01, 0.00], [-0.10, 0.02, 0.04], [-0.02, -0.01, 0.01], [0.07, -0.11, -0.06], [0.09, 0.01, 0.02], [0.03, -0.02, -0.03], [0.05, 0.01, -0.01], [0.00, 0.00, 0.00]],
  "lowdin_charge": [-0.1197, -0.2555, -0.2150, -0.2260, -0.1980, -0.2086, -0.2126, -0.2086, -0.2064, -0.1859, -0.2109, -0.2125, -0.2043, -0.2140, -0.1913, -0.2168, -0.2133, -0.1964, -0.1727, -0.2058, -0.2134, -0.4063, -0.7927, -0.0578, -0.0344, 0.9680, -0.2941, -0.4476, -0.1877, 0.1134, -0.2135, -0.2221, 0.2350, 0.0620, 0.0693, 0.0639, 0.0748, 0.1006, 0.1091, 0.1005, 0.0969, 0.1177, 0.0880, 0.1147, 0.1060, 0.1016, 0.0993, 0.1063, 0.1000, 0.1040, 0.0923, 0.1060, 0.1046, 0.0929, 0.1004, 0.0785, 0.1037, 0.0929, 0.0908, 0.1122, 0.1051, 0.1105, 0.1106, 0.1025, 0.1058, 0.0999, 0.0964, 0.1061, 0.0925, 0.1037, 0.1153, 0.0902, 0.1276, 0.0842, 0.0972, 0.0360, 0.0300, 0.0305, 0.0687, 0.0263, 0.0586, 0.0523, 0.0540, 0.0418, 0.0762, -0.0218, -0.4992, 0.0634, -0.0240, 0.0833, 0.0821, 0.0839, 0.0818, 0.0834, 0.0806, -0.0209, -0.4929, 0.0699, -0.0254, 0.0780, 0.0807, 0.0846, 0.0800, 0.0825, 0.0792, -0.0260, -0.5047, 0.0561, -0.0246, 0.0791, 0.0848, 0.0878, 0.0824, 0.0894, 0.0780, -0.0212, -0.4882, 0.0553, -0.0085, 0.0789, 0.0833, 0.0831, 0.0780, 0.0886, 0.0783, -0.0272, -0.5071, 0.0433, -0.0264, 0.0815, 0.0748, 0.0773, 0.0848, 0.0831, 0.0732],
  "energy_ev": -92145.5756,
  "charge": -1,
  "molar_mass_g_mol": 815.11,
  "homo_ev": -5.1,
  "gap_ev": 6.78
}